Formula: C5H12O2P
Source: the OMol25 dataset
Level of theory: wB97M-V/def2-TZVPD

As for the gap between HOMO and LUMO: 11.78 eV. Its total charge is +1. As for the energy: -689.3018 Ha. For the energy above the lowest of the compared OMol25 structures with the same formula, charge and spin, the calculation gives 37.4 kcal per mole.

Structure (XYZ):
```
20
Properties=species:S:1:pos:R:3:forces:R:3:lowdin_charge:R:1
C -1.82533 -0.56710 1.42952 -0.5 0.5 -1.9 -0.243
C -1.78263 -1.86151 2.09995 1.1 -0.7 0.0 0.040
C 0.18620 0.07620 -2.41075 -0.9 1.7 0.5 -0.138
C 2.16907 -0.00667 -0.28672 -0.4 -1.8 -1.2 -0.170
C 0.25559 1.98983 0.09326 -0.5 0.9 1.9 -0.183
O -2.39153 0.42505 1.35357 0.1 0.0 0.7 0.255
O -0.71834 -0.69316 0.02274 0.4 0.3 1.1 -0.301
P 0.30560 0.32191 -0.56526 2.3 -0.9 -1.5 0.767
H -0.81073 -2.29037 1.77416 -0.6 0.0 0.9 0.114
H -2.56062 -2.57324 1.77902 0.0 0.7 -0.3 0.130
H -1.93464 -1.69749 3.18087 0.4 -0.1 -0.4 0.126
H 0.85928 -0.64039 -2.83874 0.3 -0.6 0.3 0.050
H 0.32372 0.99475 -3.00022 0.3 0.1 0.5 0.067
H -0.84625 -0.16301 -2.63501 -0.2 -0.5 0.1 0.051
H 2.54128 -0.00024 0.75457 -0.4 0.0 -0.6 0.058
H 2.77148 0.65335 -0.91983 -0.5 0.8 0.4 0.056
H 2.49442 -0.95949 -0.84143 -0.9 0.8 1.3 0.079
H 0.84884 2.71712 -0.50576 -0.6 -0.6 0.2 0.082
H 0.84865 1.85665 1.05318 -0.6 0.2 -1.0 0.077
H -0.73407 2.41783 0.46288 1.1 -0.6 -1.1 0.082
```
Forces are in eV/Å.